C53H54BN9O5Ti | ωB97M-V/def2-TZVPD

Last column: Mulliken charge in e.
Positions of all 123 atoms, in Å:
Ti (0.5656, 0.3355, 0.8364)  1.859
O (2.0661, -0.9033, -0.1326)  -0.397
O (2.1086, 1.6211, 0.4875)  -0.385
O (-0.4701, 1.6483, 0.1287)  -0.556
O (4.0729, 1.9905, -0.5470)  -0.805
O (1.2077, -0.2405, 2.4941)  -0.624
N (-1.3180, -0.7015, 1.2165)  1.702
N (-0.2304, 2.0313, -2.9423)  -0.819
N (-0.8825, -1.3951, -2.3240)  1.447
N (1.1595, -0.5735, -3.5678)  1.166
N (-0.0553, -2.1951, -1.5917)  -0.809
N (1.9845, 0.4869, -3.3317)  -0.670
N (-0.9728, 0.9574, -3.3193)  1.219
N (-0.9982, -1.0416, -4.7977)  1.011
N (-1.1852, -2.3778, -4.9466)  -1.262
C (2.9638, -0.9211, -4.8014)  -1.461
C (-1.4192, -1.3539, -6.9377)  -1.364
C (-0.9144, -2.1091, 6.4121)  -0.879
C (3.3996, -0.2714, -0.1366)  2.422
C (-0.2939, -2.3007, 5.1883)  -0.424
C (2.3179, -2.1518, 3.5041)  -0.534
C (-1.2208, -1.8039, 1.9823)  -0.690
C (-1.7643, 3.4070, 4.6877)  -0.523
C (-3.5631, -1.8160, 2.4317)  -1.478
C (0.1563, 0.0415, 5.0348)  0.736
C (3.9575, -3.8976, 3.1476)  -0.714
C (4.2427, -2.3584, 4.9569)  -0.829
C (-1.3720, 5.8646, -0.3018)  -0.926
C (-0.9242, 3.0921, -3.2717)  0.449
C (-2.7016, 1.0659, 0.1655)  -1.757
C (0.2373, -1.2251, 4.4788)  -0.358
C (-2.5609, 6.1287, -0.9759)  -0.619
C (-2.9192, 2.6667, 2.7133)  -0.481
C (-1.0834, 4.5826, 0.1306)  0.038
C (-2.1744, 2.7359, -3.8577)  -1.794
C (3.0695, -1.7161, 4.5914)  0.195
C (-1.4479, -2.5724, -6.2272)  0.773
C (3.0490, 0.2967, -4.0603)  0.334
C (2.7873, -3.2406, 2.7807)  -0.640
C (0.9853, -1.4484, 3.1583)  3.391
C (4.6874, -3.4629, 4.2417)  -0.652
C (-1.9843, 3.5399, -0.0818)  0.403
C (-1.1177, -0.4095, -5.9845)  -0.419
C (-3.1560, 3.8060, -0.7742)  -0.008
C (-3.6653, -0.6825, 1.6552)  -0.838
C (-0.5579, 3.2085, 4.0371)  -1.074
C (-2.1565, -1.8129, -2.1950)  -0.131
C (-0.4662, 0.2407, 6.2637)  -0.964
C (3.1988, 1.2616, -0.1201)  -0.045
C (4.1714, 1.2932, -4.0002)  -1.349
C (-0.5287, 2.7230, 2.7348)  0.212
C (-0.3499, 4.4525, -3.0163)  -1.192
C (-3.4447, 5.0928, -1.2225)  -0.879
C (-2.3227, -2.3920, 2.5863)  -0.397
C (4.1026, -0.5670, 1.1810)  -1.691
C (-1.7168, -3.9509, -6.7517)  -1.283
C (-0.8373, -3.1008, -1.0221)  0.723
C (-2.1529, 1.3680, -3.8648)  -0.158
C (4.2208, -0.8187, -1.2825)  -1.517
C (-1.0061, -0.8320, 6.9557)  -0.706
C (-1.6894, 2.1583, 0.5325)  1.070
C (-0.2530, -4.2365, -0.2405)  -1.275
C (0.1525, -2.3596, 2.2130)  -2.571
C (-2.1884, -2.8948, -1.3525)  -1.896
C (-2.9506, 3.1169, 4.0226)  -0.992
C (1.7402, -1.4260, -4.4560)  -0.415
C (-2.5371, -0.1531, 1.0425)  0.096
C (-1.7085, 2.4636, 2.0511)  0.761
B (-0.4010, -0.4742, -3.4766)  0.903
H (-2.8858, 0.6591, -4.2161)  0.503
H (0.3742, 3.4421, 4.5389)  0.376
H (1.7841, -1.0610, -1.0557)  -0.068
H (4.8079, -1.9981, 5.8079)  0.412
H (-2.7838, 7.1319, -1.3192)  0.343
H (0.5885, 0.8660, 4.4855)  0.377
H (0.8239, -4.1034, -0.1292)  0.125
H (-0.4224, -5.1768, -0.7694)  0.483
H (3.6925, -1.3566, -5.4673)  0.390
H (-0.2051, -3.3070, 4.7922)  0.427
H (-4.3624, 5.2778, -1.7679)  0.419
H (0.0827, -3.3762, 2.5922)  1.379
H (-3.9026, 3.2618, 4.5195)  0.432
H (-0.6649, 6.6636, -0.1150)  0.348
H (-1.4909, -0.6803, 7.9128)  0.390
H (-2.5688, -4.4069, -6.2447)  0.272
H (-3.0470, -3.4721, -1.0454)  0.456
H (5.0732, 0.8920, -4.4673)  0.352
H (0.4278, 2.5985, 2.2372)  0.449
H (-3.8562, 3.0105, -0.9925)  0.336
H (4.7046, -1.7522, -0.9855)  0.418
H (-0.1440, 4.3777, 0.6300)  0.380
H (3.8973, 2.2143, -4.5186)  0.304
H (-3.8544, 2.4930, 2.1914)  0.329
H (-0.9698, 0.6546, -6.0720)  0.474
H (5.0532, -0.0322, 1.1607)  0.571
H (-2.4859, 0.7968, -0.8734)  -0.211
H (-2.9535, -1.3156, -2.7269)  0.485
H (3.6159, -1.0078, -2.1699)  0.141
H (4.2948, -1.6352, 1.2882)  0.404
H (-1.1003, 5.1348, -2.6106)  0.224
H (-2.1863, -3.2880, 3.1760)  0.521
H (-0.7066, -4.3308, 0.7496)  0.152
H (4.3909, 1.5584, -2.9645)  0.189
H (-0.5317, 1.2415, 6.6739)  0.390
H (1.2422, -2.3363, -4.7506)  0.589
H (4.2975, -4.7468, 2.5672)  0.415
H (-4.6186, -0.1958, 1.4993)  0.480
H (2.2557, -3.5894, 1.9046)  0.472
H (0.4725, 4.3651, -2.3074)  0.232
H (0.6823, -2.3666, 1.2585)  -0.142
H (3.5219, -0.2202, 2.0311)  -0.089
H (-0.8550, -4.6022, -6.5955)  0.264
H (-1.5901, -1.1954, -7.9908)  0.384
H (-1.9288, -3.9170, -7.8206)  0.364
H (-2.9707, 3.3841, -4.1914)  0.456
H (-1.3275, -2.9568, 6.9456)  0.448
H (-4.4362, -2.2418, 2.9108)  0.443
H (4.9812, -0.0824, -1.5396)  0.406
H (-1.7857, 3.7895, 5.7011)  0.433
H (2.7323, -0.8604, 5.1643)  0.412
H (0.0367, 4.8908, -3.9404)  0.400
H (-3.7359, 1.3949, 0.2428)  1.018
H (5.5953, -3.9765, 4.5340)  0.381

Properties
HOMO-LUMO gap (alpha / beta) = 6.977 / 7.903 eV
energy above the lowest of the compared OMol25 structures with the same formula, charge and spin = 46.6 kcal/mol
spin multiplicity = 2
net charge = -1


C4H8NO3 | ωB97M-V/def2-TZVPD

Last column: Mulliken charge in e.
Positions of all 16 atoms, in Å:
O (1.6111, 1.5185, -0.2229)  -0.737
O (-0.4747, 2.1694, 0.3890)  -0.740
O (0.0071, -2.3653, -0.5509)  -0.600
N (-1.6628, -0.0475, -0.6844)  -0.775
C (0.4241, -1.1191, 0.0519)  -0.167
C (0.1335, -1.1298, 1.5399)  -1.184
C (0.3783, 1.4015, -0.1028)  0.499
C (-0.1933, 0.0751, -0.6914)  0.218
H (1.4848, -1.1317, -0.1938)  0.365
H (0.1094, -0.0914, -1.7290)  0.281
H (0.8956, -1.6198, 2.1446)  0.287
H (-1.9899, 0.9106, -0.5786)  0.348
H (-0.9396, -2.4273, -0.7127)  0.367
H (0.0151, -0.1093, 1.9023)  0.359
H (-2.0100, -0.5250, 0.1463)  0.200
H (-0.8458, -1.5439, 1.7666)  0.278

Properties
HOMO-LUMO gap = 8.086 eV
SMILES = C[C@@H](O)[C@@H](N)C(=O)[O-]
energy above the lowest of the compared OMol25 structures with the same formula, charge and spin = 29.7 kcal/mol
spin multiplicity = 1
net charge = -1


C26H40BClN2O4Pm | ωB97M-V/def2-TZVPD

Last column: Mulliken charge in e.
Positions of all 75 atoms, in Å:
Pm (0.1233, -0.0221, -0.8248)  0.339
Cl (2.1600, -0.0677, -2.1989)  -0.557
O (0.3041, -4.0902, -1.7464)  -0.431
O (-1.1292, 0.7719, 2.6297)  -0.929
O (0.3987, 4.0315, -1.7870)  -0.437
O (0.8724, -0.6284, 2.8662)  -0.560
N (0.3616, 2.0269, -0.8065)  0.459
N (0.2964, -2.0760, -0.7850)  0.373
C (-1.7424, -2.4755, -5.4727)  -1.956
C (0.1613, -0.5868, 4.0836)  1.499
C (-1.5932, 0.0020, -5.3575)  -1.221
C (2.4881, -2.2248, 0.4923)  -1.824
C (-0.7158, 0.7101, 3.9829)  1.815
C (-0.7026, -1.8727, 4.2328)  -1.910
C (-1.1768, -1.2139, -3.3334)  0.230
C (-1.4935, -1.2125, -4.6996)  0.934
C (-1.7258, 2.4817, -5.4492)  -1.936
C (-0.1360, 2.8036, -1.6902)  0.782
C (0.4050, -3.3899, 1.2878)  -1.294
C (1.2064, -2.9120, 0.0828)  1.519
C (-0.8885, -0.0136, -2.6772)  0.824
C (0.0996, 1.9847, 4.3462)  -1.809
C (-1.9574, 0.7036, 4.8995)  -1.925
C (-1.1692, 1.1945, -3.3227)  0.145
C (-1.3026, -2.5151, -2.5881)  -1.358
C (-1.4853, 1.2096, -4.6882)  0.925
C (-1.2785, 2.4874, -2.5602)  -1.436
C (1.5897, 3.9870, -0.9481)  -0.940
C (1.3147, 2.8461, 0.0302)  1.502
C (1.1619, -0.5871, 5.2609)  -2.001
C (-0.1961, -2.8456, -1.6776)  0.761
C (2.5806, 2.1242, 0.4267)  -1.780
C (1.4703, -4.0738, -0.8742)  -0.934
C (0.5526, 3.3637, 1.2448)  -1.394
B (-0.0553, 0.0379, 1.9317)  0.268
H (-1.6575, 0.6127, 5.9658)  0.276
H (2.3443, -3.9031, -1.5021)  0.371
H (1.0269, -4.0390, 1.9041)  0.511
H (1.5369, -5.0372, -0.3800)  0.353
H (3.1340, -2.9470, 0.9918)  0.507
H (-2.5307, 1.6471, 4.7734)  0.491
H (3.0803, 1.7008, -0.4376)  0.454
H (-1.8443, 2.2700, -6.5088)  0.351
H (-0.0596, -2.7784, 4.2026)  0.380
H (-2.6485, -2.9884, -5.1470)  0.374
H (-1.8638, -2.2530, -6.5298)  0.344
H (-2.1594, 2.4271, -1.9131)  0.277
H (3.2503, 2.8271, 0.9223)  0.503
H (-0.4721, -3.9548, 0.9739)  0.452
H (1.7013, 4.9537, -0.4686)  0.352
H (-1.2323, -1.8867, 5.2088)  0.400
H (2.3567, 1.3239, 1.1239)  0.071
H (1.7559, -1.5270, 5.2571)  0.489
H (3.0067, -1.8170, -0.3686)  0.450
H (0.3607, 1.9962, 5.4260)  0.381
H (-1.4193, -0.0032, -0.5925)  -0.210
H (0.2127, 2.5379, 1.8582)  -0.008
H (-0.9003, 3.1862, -5.3502)  0.366
H (-0.3135, 3.9508, 0.9414)  0.434
H (-2.6314, 2.9949, -5.1223)  0.371
H (1.8926, 0.2434, 5.1793)  0.350
H (-2.2091, -2.4676, -1.9752)  0.288
H (-0.4960, 2.9000, 4.1425)  0.401
H (-1.8120, 0.0078, -6.4180)  0.158
H (0.6293, -0.5099, 6.2318)  0.323
H (1.2059, 4.0012, 1.8403)  0.478
H (-1.4363, 3.3274, -3.2241)  0.403
H (0.0786, -2.5470, 1.8848)  -0.124
H (2.2826, -1.4190, 1.1886)  0.074
H (2.4390, 3.7808, -1.5988)  0.377
H (-0.9190, -3.1839, -5.3835)  0.367
H (-2.6480, -0.1254, 4.6446)  0.344
H (-1.4327, -3.3484, -3.2662)  0.344
H (-1.4657, -1.9482, 3.4293)  0.377
H (1.0546, 2.0359, 3.7832)  0.356

Properties
HOMO-LUMO gap (alpha / beta) = 5.507 / 5.484 eV
spin multiplicity = 5
net charge = -1


C6H11NO | ωB97M-V/def2-TZVPD

Last column: Mulliken charge in e.
Positions of all 19 atoms, in Å:
O (-2.5220, -0.1632, 0.0411)  -0.519
N (1.1382, -0.8609, -1.0787)  -0.611
C (2.0734, -0.2033, -0.0451)  -0.525
C (-0.0504, -1.0322, -0.1729)  -0.452
C (-1.3295, -0.5287, 0.5016)  0.180
C (1.3385, 0.5145, 1.0742)  -0.717
C (-0.4977, 1.5533, -0.6012)  -1.536
C (-0.1059, 0.4315, 0.4157)  0.461
H (2.7330, -0.9130, 0.3949)  0.317
H (-2.9200, -0.8627, -0.5727)  0.373
H (-1.5074, -1.1354, 1.4251)  0.263
H (-1.0725, 2.2365, -0.0219)  0.396
H (1.6705, 1.5419, 1.2729)  0.321
H (0.7825, -0.0063, -1.6462)  0.373
H (1.3476, -0.1177, 1.9744)  0.296
H (0.4763, -1.4589, 0.5919)  0.351
H (-1.0767, 1.1815, -1.5527)  0.272
H (2.6940, 0.5991, -0.6623)  0.319
H (0.5116, 1.8560, -1.0146)  0.438

Properties
HOMO-LUMO gap = 8.580 eV
SMILES = C[C@]12CCN[C@@H]1[C@@H]2O
energy above the lowest of the compared OMol25 structures with the same formula, charge and spin = 137.6 kcal/mol
spin multiplicity = 1


| no. | strongest force on any atom (eV Å⁻¹) | E (a.u.) |
| --- | --- | --- |
| 1 | 2.15 | -3795.73429 |
| 2 | 1.27 | -437.75822 |
| 3 | 8.37 | -2518.48911 |
| 4 | 4.12 | -365.01211 |